ORCA calculation (ωB97M-V/def2-TZVPD) on 2 unconnected molecules or ions with the total composition C3H3NS in a non-equilibrium geometry.

The geometry in XYZ format:
```
8
Properties=species:S:1:pos:R:3:forces:R:3
S 0.0460 1.9270 0.0769 -0.28 0.62 -0.01
N -4.0789 0.0016 0.2377 -1.59 -0.36 0.54
C -0.4864 0.4994 -0.6925 -0.30 0.32 -1.61
C 0.2896 0.1773 0.4726 3.48 -0.81 -2.79
C -3.0084 0.1869 -0.1239 1.30 0.54 -0.37
H -0.4852 0.3055 -1.7771 0.21 -0.09 0.85
H -0.2786 -0.0999 1.2863 -0.45 -0.97 1.99
H 1.3817 -0.2227 0.2092 -2.37 0.74 1.40
```
Positions in Å, forces in eV/Å.

Charge   0
Relative energy (zero: lowest compared OMol25 entry of this formula, charge and spin)   374.2 kJ/mol
LUMO (alpha / beta)   0.62 / -4.06 eV
HOMO level (alpha / beta)   -8.09 / -10.26 eV
HOMO-LUMO gap (alpha / beta)   8.7177 / 6.1981 eV
2S+1   3

***

ORCA calculation (ωB97M-V/def2-TZVPD) on a molecular structure, C6H13N3 in a non-equilibrium geometry.

The geometry in XYZ format:
```
22
Properties=species:S:1:pos:R:3:forces:R:3
N 1.1584 0.9306 0.3487 -0.63 -0.29 -1.73
N 0.6119 0.2893 -1.8581 -1.15 1.29 0.05
N -0.0979 -1.1144 0.2927 0.79 2.57 -4.59
C -1.2156 1.0503 1.1853 -0.54 0.69 1.02
C 0.6077 -0.1223 2.4614 0.35 -1.00 -2.30
C 1.2828 1.0825 -0.9398 2.47 0.22 1.56
C 0.0087 0.1564 1.0098 1.73 0.82 1.70
C -0.2138 -0.6925 -1.5240 0.87 -1.45 4.61
C -0.8157 -1.5327 -2.5239 0.64 0.38 0.93
H -1.7427 -1.8836 -2.1661 -1.57 -0.21 -0.01
H 1.8554 1.2789 1.0319 -0.41 0.39 -0.87
H -0.7724 -1.0172 -3.4504 -0.53 0.26 -1.10
H 0.8647 0.7857 2.9840 -0.19 0.43 0.03
H -0.8423 -1.6787 0.7005 -0.51 -0.17 -0.86
H 0.6458 0.6864 -2.8331 -0.07 -1.02 0.87
H -1.1139 1.7077 2.1010 0.31 -0.74 -0.90
H -1.3830 1.8332 0.3779 -0.47 -1.62 0.52
H 2.1181 1.7257 -1.3907 -1.34 -0.83 0.85
H -0.2052 -0.6189 2.9408 -0.13 -0.57 0.98
H -0.2494 -2.4442 -2.6291 0.75 -0.59 0.08
H -2.0256 0.3242 1.5429 0.46 1.29 -1.24
H 1.5241 -0.7463 2.3382 -0.85 0.15 0.40
```
Positions in Å, forces in eV/Å.

Charge   +2
Relative energy (zero: lowest compared OMol25 entry of this formula, charge and spin)   360.3 kJ/mol
LUMO   -10.57 eV
HOMO level   -19.05 eV
HOMO-LUMO gap   8.4883 eV

***

ORCA calculation (ωB97M-V/def2-TZVPD) on a molecular structure, C19H25Cl2O2P2Tc in a non-equilibrium geometry.

The geometry in XYZ format:
```
51
Properties=species:S:1:pos:R:3:forces:R:3
Tc 0.1585 -0.2870 -0.7296 2.66 -3.07 -1.45
Cl 1.4692 -3.7649 -3.5564 0.35 0.17 0.28
Cl 2.2394 -0.9393 -1.6843 -1.49 0.46 0.91
P 0.8487 0.4551 1.2770 0.30 1.63 4.08
P -0.2460 1.4263 -2.0970 0.10 3.58 -2.81
O -2.6373 0.4240 0.3526 4.10 -1.52 -1.86
O -1.1075 -3.6379 -3.2306 1.39 -0.26 -0.79
C 1.6395 -2.1351 1.8187 -0.58 2.45 -0.67
C -0.2286 -4.0483 -3.9526 -1.46 0.14 0.41
C -1.6008 0.0922 -0.0809 -5.75 1.77 2.39
C -0.6551 -2.9020 3.2052 0.48 -2.31 0.59
C -1.6813 2.5566 -2.1394 -0.40 -0.41 0.82
C -0.1065 1.7211 2.2147 -0.17 0.09 -0.62
C -0.3679 1.6600 3.5918 -0.23 -0.13 -0.09
C 0.3614 -3.8317 2.9577 -1.23 0.06 0.59
C -1.5893 3.7516 3.4570 0.16 -0.19 -0.14
C -0.4965 2.8626 1.4928 -0.37 -0.21 0.05
C -0.2815 0.7515 -3.7897 -0.04 -1.06 0.37
C -1.2702 3.8521 2.1004 0.13 0.26 -0.25
C -0.3715 -4.8131 -5.2289 -0.55 -0.07 -0.04
C 1.2187 2.5263 -2.0796 0.08 -0.38 0.39
C -0.5486 -1.5907 2.7415 0.11 0.94 -0.51
C -1.1222 2.6665 4.2057 0.16 0.00 -0.23
C 0.6270 -1.2022 2.0741 0.97 0.15 -1.33
C 1.5042 -3.4522 2.2546 0.08 -1.62 0.52
C 2.5113 0.8738 1.8972 0.59 -0.24 -0.91
H -0.1997 2.9768 0.4475 -0.20 -0.03 0.25
H 2.4736 0.9043 2.9977 -0.28 -0.04 -0.38
H -1.6152 4.7148 1.5047 0.28 -0.50 0.47
H 2.1169 1.8946 -2.1445 -0.19 0.38 -0.06
H 1.1507 3.1973 -2.9497 -0.01 -0.19 0.27
H -1.3739 -0.8900 2.8630 0.10 -0.09 0.03
H -1.8006 3.0890 -1.1889 -0.02 -0.07 -0.20
H -1.5430 -3.2050 3.7553 0.14 0.01 -0.04
H 0.0063 0.8318 4.1908 -0.09 0.09 0.00
H -2.1780 4.5339 3.9306 0.08 -0.20 -0.06
H 0.2611 -4.8567 3.3094 -0.03 0.20 -0.05
H 0.0547 -4.2469 -6.0611 0.14 -0.09 0.16
H -1.3440 2.6081 5.2707 0.11 -0.01 -0.27
H 2.5050 -1.8490 1.2198 -0.13 -0.14 0.19
H 2.2928 -4.1726 2.0352 -0.16 0.08 0.12
H -2.5907 1.9714 -2.3268 0.13 0.16 0.02
H -0.1949 1.5763 -4.5093 0.01 -0.04 0.31
H 0.1280 -5.7830 -5.1601 0.11 0.20 0.02
H -1.2418 0.2352 -3.9261 0.25 0.07 -0.15
H 3.2377 0.1219 1.5705 0.10 0.37 0.05
H -1.5651 3.2936 -2.9466 0.27 -0.33 0.13
H 1.2428 3.1146 -1.1515 0.09 -0.06 -0.34
H 2.7971 1.8651 1.5282 0.04 -0.20 0.04
H 0.5433 0.0376 -3.9050 -0.19 0.18 -0.25
H -1.4301 -4.9783 -5.4259 0.03 0.03 0.06
```
Positions in Å, forces in eV/Å.

Charge   +3
LUMO (alpha / beta)   -11.68 / -14.50 eV
HOMO level (alpha / beta)   -17.58 / -17.57 eV
HOMO-LUMO gap (alpha / beta)   5.8939 / 3.0682 eV
2S+1   4

***

ORCA calculation (ωB97M-V/def2-TZVPD) on CH3Cl3O3SSi in the gas phase in a non-equilibrium geometry.

The geometry in XYZ format:
```
12
Properties=species:S:1:pos:R:3:forces:R:3
Cl -3.4684 -1.5180 1.4290 -0.71 -0.28 -0.15
Cl -2.5428 -1.2110 -2.2958 0.17 0.08 0.37
Cl -4.3656 2.4696 -0.2672 0.18 -0.26 0.03
S 0.9045 -0.5451 -0.0660 -0.53 -1.69 0.74
Si -1.9910 0.6861 -0.0453 -0.09 0.85 0.70
O -2.7713 2.1781 0.1450 0.88 -0.66 0.18
O -2.6558 0.2103 -1.4355 -0.27 -0.07 -1.46
O -2.2958 -0.4463 1.0779 0.96 0.18 0.84
C -0.1280 0.8888 0.1542 0.63 0.66 1.49
H 0.4241 -1.0250 1.1127 0.59 -0.49 -0.51
H 0.3436 1.4836 -0.5529 -0.01 1.76 -1.90
H 0.3973 1.3319 1.0493 -1.80 -0.09 -0.32
```
Positions in Å, forces in eV/Å.

Charge   0
Relative energy (zero: lowest compared OMol25 entry of this formula, charge and spin)   559.8 kJ/mol
LUMO   -0.31 eV
HOMO level   -9.35 eV
HOMO-LUMO gap   9.0411 eV

***

ORCA calculation (ωB97M-V/def2-TZVPD) on 2 unconnected molecules or ions with the total composition C3H9NO2 in a non-equilibrium geometry.

The geometry in XYZ format:
```
15
Properties=species:S:1:pos:R:3:forces:R:3
O 0.9506 -1.0899 0.3879 0.12 -0.76 2.25
O -2.8325 1.6234 0.7278 0.66 0.88 -2.52
N -1.4024 2.4331 -1.1578 -1.67 -0.80 -1.40
C 2.5569 -2.9074 0.5616 -2.44 0.82 -2.09
C -1.5333 1.6855 0.0180 1.54 0.70 3.33
C 1.7573 -2.0599 -0.1900 1.13 -2.43 1.93
H 0.8189 -1.2681 1.4443 0.83 0.42 -4.05
H -3.3656 2.2247 0.1643 -0.06 -0.63 0.62
H -0.8733 2.1407 0.8312 -0.48 -0.84 -0.75
H 2.5517 -2.7569 1.6305 0.29 -0.26 0.21
H 1.6992 -2.3094 -1.2880 -0.52 1.16 1.23
H -1.2158 3.3792 -1.2168 -0.17 2.48 1.24
H -1.1552 0.7014 -0.2371 -0.38 -0.35 0.39
H -0.7158 2.1038 -1.7762 0.60 -1.47 -0.89
H 2.7592 -3.9000 0.1004 0.58 1.09 0.50
```
Positions in Å, forces in eV/Å.

Charge   0
Relative energy (zero: lowest compared OMol25 entry of this formula, charge and spin)   340.5 kJ/mol
LUMO   0.74 eV
HOMO level   -9.11 eV
HOMO-LUMO gap   9.8505 eV

***

ORCA calculation (ωB97M-V/def2-TZVPD) on C7H10 in the gas phase.

The geometry in XYZ format:
```
17
Properties=species:S:1:pos:R:3:forces:R:3
C 1.1531 -0.8873 1.2112 -0.06 -0.04 -0.01
C -0.2258 1.2268 1.0151 0.15 -0.08 0.05
C -1.6173 -0.1083 -0.6693 -0.01 0.11 0.12
C -0.6544 -0.5438 -1.6955 0.16 0.05 -0.03
C 0.8824 0.5741 1.3824 -0.10 0.10 -0.05
C 0.5628 -0.0531 -1.9424 -0.12 -0.04 0.04
C -1.4492 0.6519 0.4254 -0.02 -0.12 -0.11
H -0.2897 2.2894 1.2544 0.01 -0.15 -0.02
H 1.9069 -1.0520 0.4290 -0.10 0.03 0.10
H 0.2517 -1.4317 0.9179 0.12 0.07 0.04
H 1.5448 -1.3194 2.1393 -0.04 0.07 -0.14
H -1.0270 -1.3327 -2.3495 0.07 0.11 0.09
H -2.3597 0.9099 0.9692 0.12 -0.03 -0.09
H 1.1575 -0.4378 -2.7666 -0.11 0.04 0.12
H -2.6387 -0.4359 -0.8631 0.14 0.06 0.03
H 1.6725 1.1550 1.8589 -0.13 -0.06 -0.07
H 0.9951 0.7471 -1.3488 -0.08 -0.11 -0.08
```
Positions in Å, forces in eV/Å.

Charge   0
Relative energy (zero: lowest compared OMol25 entry of this formula, charge and spin)   164.4 kJ/mol
LUMO   0.74 eV
HOMO level   -8.48 eV
HOMO-LUMO gap   9.2192 eV

***

ORCA calculation (ωB97M-V/def2-TZVPD) on C5H12N2O in the gas phase in a non-equilibrium geometry.

The geometry in XYZ format:
```
20
Properties=species:S:1:pos:R:3:forces:R:3
O -0.1051 0.1805 -3.3062 -0.61 -0.91 -0.72
N -0.2416 -1.9247 -2.3811 -0.17 0.82 -0.93
N 0.7976 -0.7135 -0.0140 -0.29 0.68 -0.91
C 0.1560 -0.6341 -2.4398 1.11 1.82 1.15
C -0.4687 -0.2734 0.5567 -0.61 0.41 1.39
C 1.0662 -0.0762 -1.3322 0.91 -1.23 1.10
C -0.4860 1.1878 1.1708 0.94 -1.60 -1.13
C -0.3577 1.1062 2.6834 -0.86 1.88 -0.46
H -0.5950 -0.9712 1.4098 -0.57 0.29 -0.45
H 2.1206 -0.3242 -1.5852 -0.60 0.04 -0.07
H 1.4624 -0.3767 0.6786 0.44 -0.31 -0.37
H -1.3500 0.8904 3.0571 0.00 -0.35 0.61
H -0.8640 -2.1431 -3.1436 -0.08 -0.55 0.27
H 1.0267 1.0181 -1.3059 -0.44 -0.16 -0.27
H -1.4021 1.6266 0.7542 0.31 0.48 0.75
H 0.3914 0.4337 3.0439 0.31 -0.76 -0.01
H 0.3924 1.7091 0.7627 -0.36 0.13 -0.09
H -0.1258 -2.4941 -1.5662 0.06 0.00 0.15
H -0.0639 2.0924 3.0581 -0.21 -0.05 0.19
H -1.3534 -0.3135 -0.1011 0.71 -0.63 -0.17
```
Positions in Å, forces in eV/Å.

Charge   0
Relative energy (zero: lowest compared OMol25 entry of this formula, charge and spin)   118.5 kJ/mol
LUMO   1.01 eV
HOMO level   -9.26 eV
HOMO-LUMO gap   10.2611 eV

***

no.,M (g mol⁻¹)
1,85.1
2,127.2
3,516.3
4,229.5
5,91.1
6,94.2
7,116.2